299
Properties=species:S:1:pos:R:3:lowdin_charge:R:1 method="wB97M-V/def2-TZVPD" homo_energy_ev=-9.3 e_tot_ev=-190341.928
O -2.02384 -4.00653 7.02457 -0.03
O -4.38193 6.82285 4.00211 -0.18
O -3.10686 -10.67677 -5.15464 -0.20
O 1.35954 5.71849 -0.15537 -0.16
O 7.01072 -4.89581 3.22528 0.01
O -2.06254 -8.90180 -2.09713 -0.13
O 6.40691 6.40137 -1.43898 0.00
O 5.89238 -3.37570 -1.09749 -0.02
O 7.48089 0.66265 -1.79830 0.09
O 2.13166 1.69841 3.57694 0.06
O -5.66506 -2.24075 5.90292 -0.01
O -5.95185 3.62513 -3.78213 -0.14
O -6.06202 -0.47901 4.48239 0.10
O 2.38105 -0.92870 -4.58165 -0.12
O 0.25720 -7.35538 -1.27760 -0.17
O -3.66578 -5.44810 1.45127 -0.21
O 7.49152 2.37562 -0.42723 0.01
O -5.43301 -3.16613 -4.19918 0.10
O -6.99430 1.36482 -1.83152 -0.23
O -1.39336 -7.88367 5.46632 -0.21
O 0.23504 -3.05308 -4.81385 -0.19
O -2.38862 -3.56182 4.85712 -0.03
O -0.43457 4.56779 1.96682 -0.18
O 2.12906 2.59483 5.63434 0.00
O -1.55822 -1.23959 0.47742 -0.20
O 4.96367 -0.15727 -5.46073 -0.19
O 4.47062 8.49050 3.59870 0.02
O 7.95953 6.32393 -3.08421 0.06
O 2.85196 1.56230 -0.88545 -0.17
O -0.07354 1.22050 -0.85324 -0.14
O 3.76865 -4.24426 -1.03320 0.08
O 5.01333 -5.48389 2.91361 0.01
O -1.68842 -1.82599 6.26237 0.07
O -5.10100 6.93447 0.90575 -0.17
O 5.62195 -5.46211 -1.83913 -0.01
O -3.42671 5.34975 -2.70395 -0.19
O -4.14070 -4.37116 -2.69995 -0.07
O -4.56509 9.46188 -1.02332 -0.19
O 0.90176 0.85653 5.28318 0.04
O 9.35368 2.08601 -1.56738 0.00
O -4.73709 -2.30242 -2.20880 0.00
O 3.71819 6.40150 3.97438 0.07
O -3.90366 -7.62146 3.66046 -0.13
O 1.94668 7.07053 -3.51575 -0.18
O 5.29538 6.91770 2.31777 -0.03
O 6.11387 4.83977 -2.88277 -0.01
O -6.08941 -2.70118 3.81361 -0.05
O 5.45959 -3.31003 2.51844 0.09
N -2.43640 1.15513 -4.73076 0.14
N 5.88014 0.97110 3.19116 0.14
N 1.00237 -3.06384 1.94263 0.15
N 1.79548 2.94149 -6.32786 0.12
N -4.22555 2.40801 1.57081 0.16
C -6.38013 -2.42741 2.45935 -0.04
C 4.60026 -0.68331 -4.19444 -0.20
C 0.11969 -1.59933 -4.96170 -0.16
C -2.15550 3.72430 -4.99447 -0.05
C -2.29441 2.29038 -4.86580 -0.28
C -1.84920 -2.55342 0.02220 -0.13
C 2.19529 6.59321 -4.87984 -0.08
C -4.43091 5.93581 1.68243 -0.15
C 1.13395 6.62224 -1.26244 -0.19
C 4.97625 -4.39424 -1.28374 -0.45
C -2.56221 -7.23660 3.36340 -0.17
C -5.19281 7.32611 5.01642 -0.14
C -1.58147 -8.17395 4.08278 -0.20
C -4.88496 -7.13657 2.71908 -0.16
C 3.76168 9.07772 4.65085 -0.05
C -1.37538 1.16530 -0.37287 -0.22
C -2.23323 -10.49092 -6.23535 -0.10
C 0.67097 -6.14104 -0.80504 -0.13
C 1.73173 1.69264 4.73689 -0.65
C -3.16019 9.34866 -0.83851 -0.10
C 3.62679 -5.25052 2.66496 -0.04
C -4.82219 5.21903 -2.49402 -0.18
C 6.93324 5.84586 -2.50963 -0.53
C 1.70943 6.03319 -2.52403 -0.19
C 1.98724 2.51731 -1.37113 -0.19
C 3.25514 -0.38114 -3.60661 -0.17
C -8.03924 1.06139 -0.85389 -0.06
C -3.69819 -5.75680 0.06814 -0.09
C -2.04973 -3.00828 6.06499 -0.47
C -3.78318 1.67521 2.36390 -0.24
C -6.46083 2.34205 -4.04303 -0.16
C 10.26941 1.38686 -2.28283 -0.10
C 4.17895 -0.90514 4.02529 -0.04
C -0.59680 3.43252 2.81628 -0.10
C 6.21082 2.15131 0.04501 -0.06
C -2.11313 -9.93230 -3.04125 -0.24
C -3.98832 -5.44868 -3.58539 -0.07
C -0.70591 -7.96791 -0.39828 -0.17
C 5.03913 -6.45532 -2.58531 -0.08
C 2.95004 1.57501 0.48705 -0.13
C 7.14011 7.32367 -0.64263 -0.04
C -3.14077 0.70364 3.29188 -0.04
C -2.62088 5.16999 -1.53121 -0.07
C 0.48189 2.58959 -0.90954 -0.10
C 6.24295 -0.57744 -5.92464 -0.10
C -5.33925 3.82684 -2.54428 -0.21
C -2.09095 -0.17096 -0.40123 -0.13
C 4.45094 7.21613 3.36911 -0.54
C -4.93809 8.26777 1.29411 -0.20
C 5.15967 0.15336 3.56994 -0.23
C 0.43486 -0.34714 4.52700 0.01
C 6.41707 4.07467 -4.04525 -0.03
C -5.18325 -1.53127 7.04342 -0.01
C -5.18649 -0.96388 -2.43771 -0.03
C -7.51775 1.83726 -3.04153 -0.21
C -2.51386 -2.79211 3.63138 0.00
C -3.12992 -9.66260 -4.12110 -0.18
C 1.69303 -1.92709 -0.35161 -0.05
C -1.27043 -9.29539 -0.99622 -0.17
C 5.50519 -2.10792 -0.64088 -0.05
C 5.62807 5.54816 2.01884 -0.02
C 1.03374 -0.72100 -4.14626 -0.19
C -0.71546 -9.04076 6.09781 -0.06
C 1.29872 -2.58361 0.91618 -0.23
C -4.81835 -3.22831 -3.12891 -0.53
C 1.17564 6.30291 1.19852 -0.14
C -5.03802 5.91543 3.12552 -0.18
C 5.82725 -4.45078 2.80343 -0.57
C -5.96485 -1.68124 4.72518 -0.54
C 0.88980 5.19021 2.18657 -0.17
C 8.19295 -4.11844 3.17316 -0.05
C 2.27001 2.23700 -7.11594 -0.27
C 8.09282 1.60563 -1.29070 -0.54
C -0.17649 -3.57406 -3.56271 -0.10
C 2.84836 1.27040 -8.04415 -0.06
C -2.19620 -5.42006 6.79575 -0.03
C -5.36189 9.34673 0.19610 -0.13
C 3.22854 3.41907 5.32217 -0.04
C -4.79780 -5.68484 2.26435 -0.18
H -1.34926 1.51690 0.65853 0.10
H -3.16032 -0.09008 -0.20627 0.12
H 6.20812 1.16612 0.51137 0.08
H 2.09343 6.78375 1.53698 0.11
H 3.14578 0.67986 -3.38210 0.12
H 0.43098 -3.18005 -2.74795 0.05
H -1.22692 -3.29181 -3.49178 0.08
H 6.34590 -1.66239 -5.94380 0.08
H -3.60812 -6.83479 -0.06574 0.07
H 1.33191 6.09790 -5.32407 0.07
H -4.18794 -1.13916 6.83437 0.09
H 0.27844 -1.40562 -6.02254 0.12
H 3.75285 -1.46654 3.19380 0.07
H -1.96262 3.97579 -6.03738 0.09
H -2.99362 8.37683 -0.37385 0.06
H -8.03953 1.00251 -3.50953 0.12
H -2.01180 1.74678 -1.03991 0.12
H -5.48669 -2.05559 1.95773 0.10
H -4.93901 -5.94219 -3.78722 0.10
H -3.19225 -5.55795 6.37507 0.10
H -4.64485 4.95574 1.25607 0.09
H -0.64595 -0.40204 4.39683 0.05
H 3.45314 -0.29471 4.56255 0.05
H -0.62127 -8.07752 3.57600 0.12
H 3.25996 1.79217 -8.90813 0.08
H -5.31508 -2.10677 7.95967 0.10
H -3.90895 8.47708 1.58592 0.11
H -7.74338 0.38064 -0.05568 0.08
H -2.11889 0.56247 2.93984 0.06
H -6.63070 -3.42455 2.09735 0.08
H -1.13236 -10.03335 5.92737 0.08
H 3.99023 3.03327 4.64462 0.09
H 4.79625 -7.24575 -1.87514 0.10
H 0.07643 6.88546 -1.28405 0.12
H 5.41404 2.14455 -0.69876 0.10
H -0.13575 3.59633 3.79029 0.09
H 1.71500 4.48503 2.08716 0.12
H 6.36027 -0.33512 -6.98087 0.08
H -8.27431 2.61181 -2.91593 0.13
H 3.06429 -4.81763 3.49218 0.10
H -1.90670 -9.77477 -0.25228 0.12
H 0.34964 3.11729 0.03499 0.10
H -6.09643 6.13733 2.98901 0.12
H 6.45103 -1.56901 -0.58556 0.09
H 6.78450 4.71295 -4.84881 0.10
H 10.17455 0.34501 -1.97678 0.10
H -4.10064 -9.50046 -3.65260 0.13
H 0.92071 -1.12998 -3.14224 0.10
H 3.00968 5.87160 -4.94438 0.07
H 4.59209 -1.55727 4.79481 0.08
H 4.80993 -1.61945 -1.32360 0.08
H 1.68516 7.54021 -1.05848 0.12
H -5.83305 -7.35314 3.21134 0.13
H -3.37592 6.19366 1.58963 0.12
H -3.66373 -0.24421 3.41912 0.04
H -5.09348 4.95450 3.63703 0.12
H -6.34995 9.12211 -0.20562 0.12
H 4.81932 -1.75056 -4.22743 0.13
H -0.23395 -5.53489 -0.76271 0.08
H -6.12785 7.77751 4.68470 0.08
H -3.06073 1.18611 4.26600 0.10
H 11.30473 1.57456 -1.99829 0.10
H 8.50777 -3.69556 2.21914 0.10
H -4.68595 -5.08659 3.16861 0.12
H -2.34027 -11.31064 -6.94578 0.09
H -5.15413 5.61080 -1.53254 0.12
H -2.01516 -6.04393 7.67103 0.10
H -2.46213 -6.21239 3.72267 0.12
H 10.19153 1.50207 -3.36392 0.10
H 6.45316 8.03216 -0.17977 0.10
H -3.55875 -5.08359 -4.51828 0.10
H 8.24455 -3.27602 3.86291 0.09
H 6.01914 2.85878 0.85176 0.08
H 8.95574 -4.83119 3.48660 0.09
H -5.32686 5.74028 -3.30748 0.14
H -4.88024 -7.80860 1.86091 0.12
H 2.40991 7.44879 -5.52016 0.08
H -1.92875 -0.51022 -1.42430 0.12
H -0.02963 -4.65345 -3.52463 0.09
H -1.55630 5.07357 -1.74448 0.06
H -5.56336 8.41142 2.17530 0.11
H -3.15712 4.08806 -4.76525 0.07
H -2.89529 -2.71850 -0.23575 0.08
H -2.45389 -9.48994 -6.60608 0.09
H 5.80631 -6.87869 -3.23362 0.09
H 7.05676 3.22865 -3.79398 0.09
H -2.82789 -5.28731 -0.39041 0.08
H -2.76318 6.04468 -0.89657 0.07
H 3.35930 2.51434 0.85888 0.08
H 3.29953 -6.28821 2.60026 0.09
H -6.80130 2.29093 -5.07723 0.13
H -5.53444 1.77104 -4.10506 0.11
H 3.79739 0.95921 0.78852 0.08
H 0.93812 5.33772 -2.85491 0.11
H 6.16814 5.38402 1.08638 0.07
H 2.09730 0.54558 -8.35822 0.09
H 5.46308 3.66435 -4.37635 0.09
H -5.81712 -0.64810 7.12295 0.09
H 5.08827 -2.13761 0.36580 0.08
H 1.12028 -6.35139 0.16552 0.09
H 0.74075 -1.30172 4.95514 0.09
H -0.12136 3.19984 -1.58169 0.10
H -2.84752 -8.67767 -4.49293 0.12
H 2.69042 8.87850 4.67938 0.10
H -6.09858 -0.92671 -3.03338 0.09
H 1.96340 2.39513 -2.45400 0.11
H -2.18697 -10.98334 -2.76203 0.13
H -6.04395 3.66067 -1.72950 0.13
H 0.95200 5.65013 3.17282 0.12
H 0.94207 -1.17098 -0.58063 0.07
H -1.98967 -9.17203 3.92372 0.12
H -1.34696 -2.75709 -0.92352 0.07
H 2.61809 5.51365 -2.21986 0.12
H -5.49939 10.26248 0.77109 0.11
H 3.89442 10.14529 4.47545 0.10
H 4.73078 4.93124 1.96997 0.09
H -1.54621 -7.31439 -0.16397 0.09
H -0.90545 -1.35332 -4.68480 0.10
H 4.23065 -6.21090 -3.27430 0.10
H -1.61397 -2.18355 3.54218 0.07
H -4.62973 -5.58136 -0.46996 0.09
H 6.24057 5.34412 2.89708 0.11
H 1.84163 -2.67251 -1.13287 0.05
H 7.06404 -0.12699 -5.36696 0.08
H -1.44785 4.04590 -4.23033 0.08
H 7.88570 7.90824 -1.18159 0.09
H -4.64895 8.10388 5.55250 0.09
H 0.45105 7.11560 1.24958 0.13
H 2.67136 -1.46661 -0.21405 0.06
H -1.48771 -3.31305 0.71530 0.06
H 0.87033 -0.31405 3.52831 0.08
H -2.40337 -7.37583 2.29406 0.11
H 3.08219 -0.99315 -2.72138 0.11
H 2.01065 1.38985 1.00797 0.09
H -1.65855 3.20842 2.91914 0.07
H -2.28727 -3.46259 2.80240 0.08
H 5.27140 -0.14374 -3.52621 0.12
H -4.50585 3.13215 -2.43966 0.13
H 7.70021 6.81416 0.14145 0.09
H 2.38744 3.53024 -1.32736 0.10
H -2.60189 9.36187 -1.77458 0.09
H 2.85167 4.34649 4.89093 0.07
H -0.68434 -8.88231 7.17579 0.08
H 0.78066 0.33635 -4.06832 0.13
H 3.39855 -4.90331 1.65726 0.07
H -1.12053 -9.86168 -3.48608 0.13
H -3.41406 -2.20545 3.44818 0.07
H -8.41837 1.98076 -0.40765 0.09
H 4.12365 8.90555 5.66448 0.10
H 3.73875 0.82152 -7.60392 0.07
H -1.47109 -5.76544 6.05884 0.07
H -7.29570 -1.84610 2.35028 0.10
H -2.86040 4.31043 -0.90520 0.08
H -4.42608 -0.40815 -2.98638 0.09
H -0.30087 -8.26125 0.57022 0.11
H -3.40025 -6.21173 -3.07545 0.09
H -2.83280 10.16130 -0.19003 0.09
H -5.47709 -0.38963 -1.55800 0.08
H -0.51398 -10.03101 -1.26961 0.13
H -5.67539 -5.31366 1.73506 0.11
H -0.17313 2.55080 2.33550 0.07
H -5.44591 6.63951 5.82427 0.08
H 3.63926 3.70395 6.29080 0.10
H 1.37754 -5.62665 -1.45639 0.08
H -1.23790 -10.58759 -5.80167 0.08
H -8.90235 0.65562 -1.38161 0.08
H 0.31386 -9.06720 5.74021 0.08